Entry from OMol25: a molecular structure, C31H37BN4S3SbTc (ωB97M-V/def2-TZVPD).

- charge = +1
- multiplicity = 2
- DFT total energy (eV) = -80621.1516
- ΔE to the lowest compared entry with this formula, charge and spin (eV) = 0.0000

Last column: Löwdin charge in e.
CARTESIAN COORDINATES (ANGSTROEM)
Tc: -1.71 -0.01 0.85  0.588
C: -1.03 2.26 -2.50  -0.032
N: -2.00 1.17 -2.58  -0.126
C: -2.13 0.30 -3.63  -0.031
C: -3.14 -0.55 -3.30  -0.040
N: -3.62 -0.19 -2.06  -0.009
B: -5.00 -0.78 -1.56  -0.403
N: -5.12 -1.00 0.00  -0.013
C: -6.33 -0.78 0.63  -0.040
C: -6.26 -1.30 1.87  -0.023
N: -5.00 -1.83 2.00  -0.108
C: -4.50 -2.52 3.18  -0.020
C: -4.32 -1.63 0.85  -0.666
S: -2.68 -2.13 0.56  0.622
C: -2.91 0.86 -1.63  -0.715
S: -3.08 1.68 -0.10  0.655
H: -0.28 2.09 -3.27  0.090
H: -0.56 2.25 -1.52  0.050
H: -1.52 3.22 -2.66  0.101
H: -1.51 0.35 -4.50  0.126
H: -3.56 -1.38 -3.84  0.128
H: -5.86 0.01 -1.86  0.083
H: -5.12 -1.85 -2.11  0.082
H: -7.14 -0.27 0.13  0.126
H: -6.99 -1.35 2.66  0.129
H: -4.85 -2.00 4.07  0.099
H: -3.42 -2.53 3.16  0.051
H: -4.86 -3.55 3.21  0.102
S: 0.19 -0.67 -0.58  0.066
Sb: 2.40 -0.26 -0.93  1.316
C: 3.54 -2.00 -0.64  -0.358
C: 4.89 -1.92 -0.98  -0.117
C: 5.69 -3.04 -0.82  -0.069
C: 5.15 -4.22 -0.31  -0.065
C: 3.81 -4.29 0.02  -0.068
C: 2.99 -3.17 -0.14  -0.116
C: 3.28 1.10 0.41  -0.354
C: 3.15 0.75 1.75  -0.147
C: 3.75 1.54 2.72  -0.066
C: 4.47 2.67 2.34  -0.059
C: 4.60 3.01 1.00  -0.066
C: 4.00 2.23 0.03  -0.105
C: 2.53 0.09 -2.99  -0.363
C: 1.94 -0.89 -3.77  -0.133
C: 1.98 -0.77 -5.16  -0.067
C: 2.62 0.31 -5.74  -0.064
C: 3.21 1.29 -4.96  -0.070
C: 3.17 1.18 -3.57  -0.111
H: 5.31 -1.01 -1.37  0.104
H: 6.74 -2.99 -1.08  0.111
H: 5.78 -5.09 -0.18  0.111
H: 3.39 -5.21 0.41  0.111
H: 1.94 -3.22 0.12  0.088
H: 2.59 -0.14 2.04  0.102
H: 3.65 1.27 3.76  0.114
H: 4.93 3.28 3.10  0.113
H: 5.16 3.88 0.72  0.113
H: 4.10 2.50 -1.02  0.081
H: 1.43 -1.74 -3.32  0.096
H: 1.52 -1.54 -5.77  0.113
H: 2.65 0.40 -6.82  0.112
H: 3.71 2.13 -5.42  0.112
H: 3.64 1.95 -2.97  0.081
C: -2.47 2.46 3.59  -0.053
C: -1.34 1.42 3.43  -0.683
C: -0.19 2.03 2.62  -0.077
C: -0.85 0.98 4.81  -0.058
C: -1.92 0.24 2.69  -0.229
H: -2.08 3.34 4.10  0.092
H: -3.30 2.06 4.17  0.089
H: -2.85 2.76 2.61  0.054
H: 0.18 2.93 3.11  0.096
H: -0.53 2.33 1.62  0.057
H: 0.63 1.33 2.52  0.054
H: -0.40 1.83 5.33  0.090
H: -0.10 0.19 4.73  0.086
H: -1.68 0.61 5.42  0.086
H: -2.46 -0.48 3.32  0.045

Entry from OMol25: a molecular structure, C31H37ClF3IrN7O5 at a distorted geometry (ωB97M-V/def2-TZVPD).

- charge = +2
- multiplicity = 2
- DFT total energy (eV) = -76915.7505
- ΔE to the lowest compared entry with this formula, charge and spin (eV) = 0.0000

Last column: Löwdin charge in e.
CARTESIAN COORDINATES (ANGSTROEM)
Ir: 0.50 0.47 0.15  1.642
Cl: -1.59 -2.45 -6.43  0.721
C: -0.94 -1.91 -4.92  -0.660
C: 0.31 -2.38 -4.49  -0.045
C: 0.87 -1.92 -3.32  0.025
C: 0.23 -0.95 -2.53  -0.294
O: 0.91 -0.48 -1.51  -0.257
C: -1.07 -0.56 -2.93  -0.143
C: -1.86 0.27 -2.11  -0.168
O: -1.52 0.77 -1.03  -0.118
C: -1.63 -1.03 -4.15  -0.038
H: 0.84 -3.10 -5.10  0.123
H: 1.84 -2.27 -3.01  0.122
H: -2.87 0.50 -2.48  0.151
H: -2.61 -0.68 -4.45  0.127
F: 3.06 0.63 -0.92  0.105
C: 2.53 0.66 0.31  -0.670
F: 2.91 1.81 0.87  0.093
F: 3.09 -0.30 1.03  0.134
C: -0.73 -5.35 -0.58  -0.021
O: -0.75 -4.45 0.54  -0.067
C: -1.67 -3.47 0.55  -0.222
C: -2.52 -3.18 -0.51  0.011
C: -3.49 -2.19 -0.39  -0.063
C: -3.64 -1.50 0.80  -0.086
C: -2.79 -1.78 1.86  -0.023
C: -1.78 -2.72 1.73  -0.155
N: -0.95 -2.98 2.86  0.162
C: 0.32 -3.31 2.95  0.049
C: 1.36 -3.26 2.00  -0.125
C: 2.42 -4.18 2.21  -0.002
C: 3.41 -4.33 1.28  -0.045
C: 3.37 -3.55 0.12  -0.011
C: 2.40 -2.60 -0.07  -0.007
C: 1.40 -2.37 0.89  -0.285
O: 0.53 -1.38 0.86  -0.205
H: 0.08 -6.04 -0.37  0.104
H: -0.52 -4.81 -1.51  0.093
H: -1.67 -5.89 -0.66  0.109
H: -2.45 -3.75 -1.43  0.117
H: -4.14 -1.99 -1.23  0.119
H: -4.43 -0.77 0.92  0.105
H: -2.89 -1.25 2.80  0.120
H: -1.46 -2.98 3.74  0.171
H: 0.58 -3.71 3.93  0.157
H: 2.40 -4.80 3.10  0.128
H: 4.19 -5.07 1.43  0.119
H: 4.14 -3.68 -0.63  0.125
H: 2.41 -1.96 -0.94  0.087
C: 2.85 3.85 -2.65  -0.016
N: 1.63 3.25 -2.09  -0.114
C: 1.01 2.23 -2.92  -0.012
C: 1.32 3.39 -0.79  -0.389
N: 0.62 2.49 -0.08  -0.004
N: 1.70 4.54 -0.19  -0.140
C: 1.57 5.83 -0.86  -0.025
C: 1.87 4.65 1.26  -0.027
H: 3.46 3.05 -3.07  0.104
H: 3.42 4.35 -1.88  0.096
H: 2.61 4.55 -3.44  0.102
H: 1.23 2.47 -3.96  0.109
H: -0.07 2.25 -2.77  0.091
H: 1.40 1.25 -2.69  0.068
H: 0.40 2.87 0.82  0.053
H: 1.31 5.70 -1.91  0.088
H: 2.50 6.39 -0.79  0.104
H: 0.79 6.42 -0.38  0.101
H: 0.98 5.08 1.74  0.099
H: 2.71 5.30 1.46  0.107
H: 2.08 3.68 1.70  0.074
C: -3.46 2.55 3.88  0.008
N: -2.25 2.02 3.26  -0.073
C: -1.00 1.79 3.97  -0.001
C: -0.15 1.18 2.87  -0.479
O: 1.02 0.86 2.88  0.067
N: -0.91 1.10 1.72  0.031
C: -2.12 1.65 1.99  -0.389
N: -3.05 1.78 1.06  0.246
H: -3.44 2.32 4.94  0.103
H: -4.34 2.09 3.45  0.094
H: -3.52 3.64 3.77  0.104
H: -1.11 1.13 4.82  0.148
H: -0.55 2.73 4.31  0.151
H: -2.76 1.52 0.11  0.085
H: -3.90 2.28 1.22  0.128

Entry from OMol25: a molecular structure, C31H37N5Sn at a distorted geometry (ωB97M-V/def2-TZVPD).

- charge = -2
- multiplicity = 1
- DFT total energy (eV) = -46023.0120
- ΔE to the lowest compared entry with this formula, charge and spin (eV) = 0.0000

Last column: Löwdin charge in e.
CARTESIAN COORDINATES (ANGSTROEM)
Sn: 0.06 -0.33 0.26  1.474
N: 0.25 -0.72 3.00  -0.048
N: 2.73 0.21 0.80  -0.143
C: -1.34 1.04 -1.88  -0.321
C: -1.00 2.10 -0.97  -0.313
C: -1.68 1.87 0.26  -0.348
C: -1.47 2.62 1.53  -0.081
H: -0.63 3.32 1.43  0.062
H: -1.28 1.96 2.39  0.068
H: -2.37 3.21 1.77  0.066
C: -2.46 0.66 0.13  -0.383
C: -3.16 -0.05 1.23  -0.087
H: -4.20 0.32 1.27  0.066
H: -2.70 0.12 2.22  0.064
H: -3.19 -1.14 1.07  0.061
C: -2.30 0.19 -1.23  -0.358
C: -2.97 -1.00 -1.83  -0.091
H: -3.25 -1.76 -1.08  0.060
H: -2.33 -1.50 -2.58  0.053
H: -3.89 -0.66 -2.33  0.068
C: 0.03 3.15 -1.15  -0.087
H: -0.36 4.14 -0.86  0.071
H: 0.39 3.20 -2.19  0.054
H: 0.92 2.96 -0.52  0.066
C: -0.68 0.72 -3.18  -0.079
H: -0.30 -0.32 -3.21  0.067
H: 0.20 1.35 -3.36  0.053
H: -1.39 0.84 -4.02  0.070
C: -0.17 -1.46 4.03  -0.258
H: -1.25 -1.68 4.05  0.070
C: 0.71 -1.93 5.02  -0.165
H: 0.31 -2.58 5.80  0.066
C: 2.05 -1.54 4.99  -0.210
H: 2.75 -1.89 5.75  0.050
C: 2.47 -0.67 3.98  -0.106
H: 3.48 -0.29 3.91  0.063
C: 1.54 -0.31 2.97  -0.391
C: 1.88 0.56 1.86  -0.297
H: 1.66 1.63 1.96  0.079
C: 2.22 -0.11 -0.44  -0.202
C: 4.13 0.28 0.76  -0.035
H: 4.67 0.52 1.65  0.108
C: 4.49 0.03 -0.51  -0.057
H: 5.46 -0.03 -0.98  0.104
N: 3.31 -0.18 -1.25  -0.047
C: 3.20 -0.31 -2.69  -0.126
C: 3.15 0.83 -3.51  -0.204
C: 2.96 0.66 -4.89  -0.030
H: 2.93 1.54 -5.53  0.111
C: 2.78 -0.61 -5.45  -0.271
C: 2.66 -0.79 -6.94  -0.118
H: 1.64 -1.05 -7.23  0.068
H: 3.31 -1.60 -7.30  0.065
H: 2.92 0.13 -7.47  0.062
C: 2.71 -1.71 -4.59  -0.069
H: 2.49 -2.71 -4.99  0.074
C: 2.94 -1.59 -3.22  -0.197
C: 2.87 -2.78 -2.32  -0.107
H: 3.82 -3.01 -1.82  0.079
H: 2.60 -3.65 -2.92  0.024
H: 2.09 -2.67 -1.54  0.046
C: 3.27 2.21 -2.95  -0.046
H: 4.31 2.56 -2.91  0.079
H: 2.83 2.32 -1.95  0.067
H: 2.74 2.92 -3.62  0.075
N: -0.63 -4.73 -0.72  0.028
C: -1.01 -4.80 0.63  -0.187
C: -0.79 -3.55 1.12  -0.138
N: -0.34 -2.72 0.11  -0.082
C: -0.24 -3.47 -0.98  -0.281
H: -0.70 -5.49 -1.39  -0.020
H: -1.40 -5.69 1.08  0.064
H: -0.85 -3.21 2.17  0.085
H: 0.14 -3.18 -1.97  0.093

Which of these has the highest charge?
C31H37ClF3IrN7O5

Which of these has the lowest charge?
C31H37N5Sn